Entry A
Molecular formula: H16O8
Method: DFT, ωB97M-V/def2-TZVPD

```
24
H16O8 ωB97M-V/def2-TZVPD
O 2.83 0.59 1.82
H 2.00 0.79 1.45
H 2.72 0.94 2.68
O -2.61 0.13 0.63
H -2.40 -0.78 0.59
H -3.49 0.20 0.17
O 0.28 0.95 0.65
H -0.63 0.89 0.81
H 0.55 1.06 -0.26
O -2.16 -0.04 -2.30
H -2.25 0.31 -1.40
H -1.66 0.55 -2.86
O 3.84 -0.50 -0.54
H 3.74 -0.04 0.31
H 2.96 -0.40 -0.98
O -0.20 -1.77 -1.61
H 0.05 -1.63 -0.71
H -1.00 -1.26 -1.63
O -3.00 -0.03 3.39
H -2.66 0.40 2.63
H -2.21 -0.14 3.95
O 1.63 0.19 -2.00
H 1.22 -0.58 -2.34
H 2.46 0.16 -2.44
```

Calculated values
- SMILES = O.O.O.O.O.O.O.O
- E_LUMO (eV) = -0.214
- net charge = 0
- HOMO energy (eV) = -10.3
- HOMO-LUMO gap (eV) = 10.1

In elementary charge units, the Mulliken charges are: O -0.63; H 0.35; H 0.34; O -0.78; H 0.35; H 0.33; O -0.66; H 0.29; H 0.25; O -0.69; H 0.40; H 0.34; O -0.69; H 0.42; H 0.38; O -0.66; H 0.32; H 0.34; O -0.62; H 0.33; H 0.32; O -0.64; H 0.35; H 0.27

***

Entry B
Molecular formula: H16O8
Method: DFT, ωB97M-V/def2-TZVPD

```
24
H16O8 ωB97M-V/def2-TZVPD
O 1.03 -0.76 2.78
H 1.66 -0.06 2.47
H 1.67 -1.17 3.36
O -0.29 0.64 0.69
H -0.57 0.13 1.43
H -0.53 0.12 -0.05
O -2.18 3.16 -0.87
H -2.42 2.75 -1.68
H -2.10 2.44 -0.20
O 0.42 0.86 -2.33
H 0.13 1.78 -2.47
H 0.24 0.58 -3.25
O 0.09 -3.26 1.81
H -0.08 -2.46 2.30
H 0.38 -3.85 2.53
O 1.46 2.83 -0.01
H 0.87 2.06 0.08
H 0.80 3.59 -0.10
O 1.47 -1.87 -1.41
H 1.60 -0.94 -1.57
H 0.67 -1.96 -0.89
O -1.12 -1.47 -0.74
H -1.39 -1.14 -1.55
H -1.80 -2.01 -0.35
```

Calculated values
- SMILES = O.O.O.O.O.O.O.O
- E_LUMO (eV) = -0.031
- net charge = 0
- HOMO energy (eV) = -10.4
- HOMO-LUMO gap (eV) = 10.3

In elementary charge units, the Mulliken charges are: O -0.57; H 0.29; H 0.26; O -0.66; H 0.29; H 0.37; O -0.62; H 0.29; H 0.33; O -0.52; H 0.27; H 0.27; O -0.59; H 0.33; H 0.27; O -0.64; H 0.35; H 0.34; O -0.66; H 0.30; H 0.38; O -0.55; H 0.25; H 0.24

***

Which one sits at the bottom of the stability order? entry B does.

***

Entry A
Molecular formula: H16O8
Method: DFT, ωB97M-V/def2-TZVPD

```
24
H16O8 ωB97M-V/def2-TZVPD
O 4.68 13.96 -1.79
H 4.49 14.85 -1.45
H 5.62 13.98 -2.01
O 1.19 15.46 2.04
H 1.71 14.67 2.24
H 1.18 15.96 2.86
O 3.12 13.81 4.33
H 2.73 13.36 3.56
H 2.37 14.03 4.90
O 6.57 13.25 2.05
H 5.70 12.86 1.84
H 6.40 14.19 2.15
O 1.69 12.64 2.19
H 1.29 12.33 3.02
H 1.09 12.32 1.50
O 5.45 9.89 1.05
H 5.23 10.78 0.72
H 4.64 9.59 1.48
O 4.18 12.40 0.88
H 3.32 12.52 1.32
H 4.12 12.93 0.07
O 3.32 11.98 -3.39
H 3.87 11.90 -4.17
H 3.92 12.30 -2.70
```

Calculated values
- SMILES = O.O.O.O.O.O.O.O
- E_LUMO (eV) = -0.325
- net charge = 0
- HOMO energy (eV) = -10.6
- HOMO-LUMO gap (eV) = 10.3

In elementary charge units, the Mulliken charges are: O -0.66; H 0.30; H 0.33; O -0.66; H 0.36; H 0.31; O -0.60; H 0.37; H 0.33; O -0.64; H 0.43; H 0.28; O -0.69; H 0.27; H 0.27; O -0.62; H 0.38; H 0.28; O -0.78; H 0.34; H 0.40; O -0.63; H 0.31; H 0.32

***

Entry B
Molecular formula: H16O8
Method: DFT, ωB97M-V/def2-TZVPD

```
24
H16O8 ωB97M-V/def2-TZVPD
O -0.49 1.45 2.83
H -0.13 2.24 3.29
H 0.24 1.39 2.25
O 0.35 -0.13 -3.09
H 0.98 -0.83 -3.33
H 0.24 -0.26 -2.13
O 2.64 0.06 1.26
H 2.81 0.92 0.90
H 1.71 -0.28 1.07
O 0.05 -0.16 -0.28
H -0.07 -0.93 0.04
H -0.69 0.12 -0.49
O -2.42 0.98 -1.22
H -2.82 1.74 -0.79
H -1.86 1.24 -1.96
O 0.28 3.00 -0.03
H 0.58 3.83 -0.10
H 0.65 2.40 -0.80
O 0.75 -3.31 -0.63
H 0.59 -3.87 -1.41
H -0.01 -3.39 -0.15
O -1.13 -2.36 1.30
H -0.48 -2.20 1.88
H -1.77 -1.63 1.59
```

Calculated values
- SMILES = O.O.O.O.O.O.O.O
- E_LUMO (eV) = 0.294
- net charge = 0
- HOMO energy (eV) = -11.2
- HOMO-LUMO gap (eV) = 11.5

In elementary charge units, the Mulliken charges are: O -0.58; H 0.31; H 0.28; O -0.64; H 0.30; H 0.41; O -0.64; H 0.30; H 0.26; O -0.46; H 0.31; H 0.21; O -0.68; H 0.32; H 0.31; O -0.56; H 0.25; H 0.33; O -0.59; H 0.32; H 0.29; O -0.68; H 0.31; H 0.33

***

Entry C
Molecular formula: H16O8
Method: DFT, ωB97M-V/def2-TZVPD

```
24
H16O8 ωB97M-V/def2-TZVPD
O -1.85 -1.76 -1.10
H -2.11 -2.06 -0.23
H -0.95 -2.16 -1.07
O -0.69 1.18 2.68
H -0.42 0.61 2.00
H 0.04 1.16 3.26
O 0.31 -0.43 0.57
H 1.03 -0.11 0.07
H -0.42 -0.50 -0.05
O -3.21 0.13 -2.70
H -2.39 -0.03 -2.24
H -3.68 -0.67 -2.56
O -0.97 1.29 -1.15
H -0.31 1.05 -1.74
H -0.57 1.84 -0.51
O 2.23 2.09 1.54
H 1.35 2.01 1.18
H 2.66 2.86 1.13
O 2.52 0.29 -0.94
H 2.99 0.62 -0.23
H 2.83 0.78 -1.69
O 0.78 -3.03 1.08
H 0.87 -2.06 1.05
H -0.04 -3.10 1.62
```

Calculated values
- SMILES = O.O.O.O.O.O.O.O
- E_LUMO (eV) = -0.194
- net charge = 0
- HOMO energy (eV) = -10.7
- HOMO-LUMO gap (eV) = 10.5

In elementary charge units, the Mulliken charges are: O -0.65; H 0.28; H 0.35; O -0.62; H 0.33; H 0.31; O -0.74; H 0.35; H 0.48; O -0.63; H 0.36; H 0.29; O -0.65; H 0.31; H 0.26; O -0.65; H 0.32; H 0.31; O -0.64; H 0.31; H 0.29; O -0.64; H 0.37; H 0.30

***

Entry D
Molecular formula: H16O8
Method: DFT, ωB97M-V/def2-TZVPD

```
24
H16O8 ωB97M-V/def2-TZVPD
H 0.64 0.09 1.56
H 1.46 -0.86 0.70
H -2.65 -1.29 -1.73
H -1.52 -2.24 -1.37
H 5.35 -0.81 -0.07
H 6.65 -1.08 -0.81
H 1.42 4.55 1.02
H -0.06 4.23 1.12
H 0.81 -3.20 1.80
H -0.55 -3.58 1.24
H -2.21 1.04 -1.91
H -2.76 0.06 -2.94
H -1.49 -0.81 2.17
H -1.96 -0.01 3.37
H 1.15 1.62 -1.82
H -0.09 0.77 -2.00
O 0.58 -0.48 0.79
O -2.41 -1.99 -1.12
O 5.69 -1.14 -0.90
O 0.57 4.95 1.20
O 0.13 -2.90 1.18
O -3.03 0.62 -2.20
O -2.28 -0.44 2.57
O 0.23 1.56 -1.56
```

Calculated values
- SMILES = O.O.O.O.O.O.O.O
- E_LUMO (eV) = -0.131
- net charge = 0
- HOMO energy (eV) = -10.9
- HOMO-LUMO gap (eV) = 10.8

In elementary charge units, the Mulliken charges are: H 0.29; H 0.29; H 0.29; H 0.30; H 0.31; H 0.33; H 0.31; H 0.33; H 0.28; H 0.30; H 0.35; H 0.35; H 0.32; H 0.30; H 0.28; H 0.27; O -0.59; O -0.60; O -0.63; O -0.63; O -0.55; O -0.68; O -0.63; O -0.57

***

Which one sits at the bottom of the stability order? entry B does.

***

Entry A
Molecular formula: H16O8
Method: DFT, ωB97M-V/def2-TZVPD

```
24
H16O8 ωB97M-V/def2-TZVPD
H -0.20 -0.40 1.89
H 0.71 -0.52 0.68
H 2.48 2.15 -4.03
H 2.22 1.38 -2.75
H 1.50 0.40 2.62
H 1.33 1.91 2.56
H -0.29 -3.01 1.18
H -1.75 -2.63 1.40
H -4.00 -0.13 -0.78
H -3.59 1.21 -1.37
H 3.41 -2.12 -1.27
H 3.09 -2.55 0.16
H -2.46 0.09 0.54
H -3.49 0.20 1.66
H 0.24 3.26 -1.18
H 0.76 3.25 -2.61
O 0.16 -1.04 1.28
O 2.66 1.31 -3.60
O 1.00 1.12 3.02
O -0.88 -2.60 1.82
O -3.23 0.36 -1.09
O 2.70 -2.50 -0.73
O -2.54 0.24 1.49
O 0.13 2.80 -2.02
```

Calculated values
- SMILES = O.O.O.O.O.O.O.O
- E_LUMO (eV) = 0.077
- net charge = 0
- HOMO energy (eV) = -8.7
- HOMO-LUMO gap (eV) = 8.8

In elementary charge units, the Mulliken charges are: H 0.33; H 0.24; H 0.30; H 0.33; H 0.32; H 0.31; H 0.32; H 0.28; H 0.32; H 0.33; H 0.31; H 0.32; H 0.42; H 0.28; H 0.33; H 0.29; O -0.57; O -0.63; O -0.65; O -0.62; O -0.68; O -0.62; O -0.64; O -0.63

***

Entry B
Molecular formula: H16O8
Method: DFT, ωB97M-V/def2-TZVPD

```
24
H16O8 ωB97M-V/def2-TZVPD
O -0.76 2.26 -1.84
H -1.25 1.57 -2.32
H -1.12 3.08 -2.10
O 1.88 2.25 -0.97
H 1.28 2.07 -1.71
H 2.13 3.16 -0.87
O -2.69 -0.13 -0.58
H -1.80 -0.51 -0.40
H -3.01 -0.83 -1.11
O 0.26 3.27 0.92
H -0.71 3.37 0.73
H 0.61 2.58 0.33
O 0.64 -3.05 2.14
H 0.34 -3.75 2.72
H 0.56 -3.36 1.25
O -0.74 -3.52 -0.38
H -0.87 -4.42 -0.09
H -1.54 -3.09 -0.07
O -0.03 -0.47 -0.41
H 0.62 0.23 -0.40
H 0.52 -1.20 -0.37
O 1.95 0.50 1.80
H 2.66 -0.17 1.71
H 1.10 0.14 2.03
```

Calculated values
- SMILES = O.O.O.O.O.O.O.O
- E_LUMO (eV) = 0.114
- net charge = 0
- HOMO energy (eV) = -10.2
- HOMO-LUMO gap (eV) = 10.4

In elementary charge units, the Mulliken charges are: O -0.55; H 0.31; H 0.24; O -0.70; H 0.35; H 0.32; O -0.62; H 0.35; H 0.31; O -0.68; H 0.30; H 0.40; O -0.61; H 0.29; H 0.35; O -0.64; H 0.30; H 0.32; O -0.61; H 0.32; H 0.25; O -0.61; H 0.28; H 0.31

***

Entry C
Molecular formula: H16O8
Method: DFT, ωB97M-V/def2-TZVPD

```
24
H16O8 ωB97M-V/def2-TZVPD
H 0.36 0.38 -1.08
H -0.36 -0.96 -0.99
H -1.59 4.82 -0.32
H -1.61 3.35 0.05
H -1.76 0.77 0.41
H -2.45 -0.58 0.33
H 1.43 -4.37 0.44
H 0.03 -3.81 0.64
H -4.47 -2.01 -0.58
H -3.00 -1.90 -0.98
H -0.24 1.11 2.54
H 1.04 1.23 1.73
H 3.88 -0.87 -0.65
H 2.97 0.00 0.20
H 3.13 1.77 -2.01
H 2.58 1.55 -0.60
O 0.00 -0.25 -0.44
O -1.68 4.23 0.43
O -2.48 0.31 -0.04
O 0.92 -3.81 1.03
O -3.70 -2.55 -0.80
O 0.10 1.06 1.64
O 3.65 -0.69 0.27
O 3.24 1.22 -1.22
```

Calculated values
- SMILES = O.O.O.O.O.O.O.O
- E_LUMO (eV) = -0.165
- net charge = 0
- HOMO energy (eV) = -10.7
- HOMO-LUMO gap (eV) = 10.5

In elementary charge units, the Mulliken charges are: H 0.28; H 0.27; H 0.32; H 0.32; H 0.27; H 0.34; H 0.31; H 0.31; H 0.33; H 0.31; H 0.27; H 0.26; H 0.28; H 0.36; H 0.30; H 0.26; O -0.53; O -0.62; O -0.63; O -0.62; O -0.64; O -0.51; O -0.61; O -0.63

***

Which one sits at the bottom of the stability order? entry A does.

***

Entry A
Molecular formula: C14H20N2O3
Method: DFT, ωB97M-V/def2-TZVPD

```
39
C14H20N2O3 ωB97M-V/def2-TZVPD
C -2.22 -0.84 0.62
C -1.08 -1.37 -0.28
C -3.27 -0.12 -0.22
C -2.74 1.18 -0.84
C -4.54 0.15 0.59
C 1.30 -1.90 -0.44
C 2.36 -2.29 0.58
C 1.83 -0.85 -1.43
C 2.20 0.47 -0.75
C 3.44 0.64 -0.17
C 1.27 1.50 -0.66
C 3.77 1.81 0.50
C 1.58 2.68 0.00
C 2.84 2.84 0.59
H -1.44 -0.61 2.54
H -1.11 0.65 1.47
H -2.68 -1.73 1.06
H -3.54 -0.82 -1.05
H -1.87 0.98 -1.50
H -2.41 1.89 -0.05
H -3.50 1.66 -1.43
H -4.26 0.78 1.46
H -4.96 -0.76 1.01
H -5.28 0.64 0.00
H 0.30 -1.13 1.25
H 0.99 -2.78 -1.02
H 2.68 -1.24 -2.01
H 1.02 -0.66 -2.15
H 4.16 -0.21 -0.22
H 0.29 1.40 -1.13
H 4.74 1.96 0.95
H 0.84 3.48 0.05
H 3.10 3.76 1.09
H 3.36 -3.03 -0.85
N -1.78 -0.02 1.75
N 0.15 -1.43 0.29
O -1.27 -1.74 -1.44
O 2.26 -2.06 1.76
O 3.45 -2.88 0.07
```

Calculated values
- SMILES = CC(C)[C@H](N)C(=O)N[C@@H](Cc1ccccc1)C(=O)O
- E_LUMO (eV) = 0.453
- net charge = 0
- HOMO energy (eV) = -9.2
- HOMO-LUMO gap (eV) = 9.7

In elementary charge units, the Mulliken charges are: C 0.33; C -0.08; C 0.49; C -1.32; C -1.65; C -0.29; C 0.34; C -1.36; C 0.26; C -0.02; C 0.14; C -0.83; C -0.80; C -0.35; H 0.30; H 0.19; H 0.43; H 0.31; H 0.23; H 0.27; H 0.48; H 0.34; H 0.39; H 0.43; H 0.46; H 0.42; H 0.66; H 0.45; H 0.34; H 0.37; H 0.40; H 0.39; H 0.37; H 0.38; N -0.69; N -0.03; O -0.69; O -0.57; O -0.49

***

Entry B
Molecular formula: C14H20N2O3
Method: DFT, ωB97M-V/def2-TZVPD

```
39
C14H20N2O3 ωB97M-V/def2-TZVPD
C 2.14 1.13 1.65
C 1.26 1.59 0.39
C 3.51 0.70 1.28
C 3.39 -0.51 0.01
C 4.30 -0.26 2.49
C -0.99 1.62 -0.58
C -2.43 1.44 -0.04
C -0.88 0.62 -1.88
C -1.15 -0.88 -1.57
C -2.37 -1.48 -1.60
C -0.08 -1.67 -1.01
C -2.66 -2.78 -1.17
C -0.42 -3.08 -0.72
C -1.64 -3.64 -0.74
H 0.50 0.84 2.95
H 1.25 -0.74 2.08
H 2.14 2.39 1.94
H 4.17 1.62 0.82
H 2.50 -0.12 -0.83
H 2.79 -1.44 0.37
H 4.34 -0.92 -0.41
H 3.75 -1.27 2.84
H 4.72 0.39 3.51
H 5.25 -0.72 2.04
H -0.53 0.55 1.08
H -0.89 2.68 -0.82
H -1.47 1.09 -2.56
H 0.19 0.76 -2.19
H -3.13 -0.91 -2.00
H 1.04 -1.28 -0.91
H -3.83 -2.97 -1.00
H 0.59 -3.50 -0.26
H -1.94 -4.58 -0.03
H -3.60 1.88 -2.01
N 1.31 0.35 2.54
N -0.09 1.33 0.54
O 1.66 2.13 -0.71
O -2.82 1.18 1.04
O -3.63 1.41 -0.98
```

Calculated values
- SMILES = CC(C)[C@H](N)C(=O)N[C@@H](Cc1ccccc1)C(=O)O
- E_LUMO (eV) = 0.419
- net charge = 0
- HOMO energy (eV) = -9.0
- HOMO-LUMO gap (eV) = 9.4

In elementary charge units, the Mulliken charges are: C 0.55; C -0.21; C -0.01; C -0.75; C -0.96; C -0.50; C 0.48; C -1.57; C 0.17; C -0.25; C 0.06; C -0.25; C -0.30; C -0.41; H 0.31; H 0.29; H 0.16; H 0.28; H 0.23; H 0.13; H 0.39; H 0.22; H 0.27; H 0.36; H 0.45; H 0.52; H 0.97; H 0.49; H 0.44; H -0.11; H 0.21; H 0.16; H 0.23; H 0.35; N -0.64; N -0.04; O -0.67; O -0.48; O -0.59

***

Which one sits at the bottom of the stability order? entry B does.

***

Entry A
Molecular formula: CH2S3
Method: DFT, ωB97M-V/def2-TZVPD

```
6
CH2S3 ωB97M-V/def2-TZVPD
C -0.23 -0.64 0.36
H -0.63 1.41 -0.89
H 1.39 0.93 -0.47
S -1.36 0.28 -0.60
S 1.48 -0.28 0.08
S -0.65 -1.70 1.52
```

Calculated values
- SMILES = S=C(S)S
- E_LUMO (eV) = -0.635
- net charge = 0
- HOMO energy (eV) = -9.1
- HOMO-LUMO gap (eV) = 8.5

In elementary charge units, the Mulliken charges are: C 0.18; H 0.11; H 0.10; S -0.09; S -0.08; S -0.21

***

Entry B
Molecular formula: CH2S3
Method: DFT, ωB97M-V/def2-TZVPD

```
6
CH2S3 ωB97M-V/def2-TZVPD
C -1.44 -0.22 -0.19
S -2.79 0.25 0.33
S 2.38 -0.47 -0.16
S 1.14 0.77 0.76
H -1.29 -0.81 -1.01
H 2.71 -1.14 0.83
```

Calculated values
- E_LUMO (alpha / beta) (eV) = -0.592 / -1.365
- net charge = 0
- HOMO energy (alpha / beta) (eV) = -8.5 / -8.0
- HOMO-LUMO gap (alpha / beta) (eV) = 7.9 / 6.6

In elementary charge units, the Mulliken charges are: C -0.15; S -0.15; S -0.09; S -0.12; H 0.35; H 0.15

***

Which one sits at the bottom of the stability order? entry B does.